Below is a cluster of 5 separate species, C15H36FN3O10P in total at a distorted geometry, with properties calculated with wB97M-V/def2-TZVPD.

Output
Spin multiplicity ... 1
Frontier orbital gap ... 0.259 Ha
Net charge ... -1
ΔE to the lowest compared entry with this formula, charge and spin ... 1.068 eV
Maximum force ... 2.7 eV/A

Each line ends with the natural charge from an NBO analysis.
Element x y z (Å)
F (-0.563, 0.169, 0.477)  -0.96
O (0.011, 2.728, -1.259)  -1.07
P (-0.285, 2.323, -2.639)  2.41
N (0.641, 0.997, -3.139)  -0.83
C (0.708, 0.537, -4.523)  -0.40
C (0.980, -0.037, -2.130)  -0.43
N (0.060, 3.590, -3.708)  -0.81
C (-0.016, 3.539, -5.161)  -0.40
C (0.734, 4.746, -3.126)  -0.41
N (-1.859, 1.866, -2.968)  -0.82
C (-2.913, 2.868, -2.967)  -0.40
C (-2.243, 0.532, -2.544)  -0.44
H (1.372, 1.205, -5.073)  0.18
H (-0.314, 0.488, -4.922)  0.18
H (1.140, -0.453, -4.664)  0.20
H (1.631, -0.793, -2.560)  0.17
H (0.100, -0.481, -1.656)  0.23
H (1.476, 0.484, -1.309)  0.24
H (0.904, 3.131, -5.574)  0.18
H (-0.895, 2.954, -5.432)  0.21
H (-0.193, 4.538, -5.567)  0.18
H (0.015, 5.569, -3.001)  0.17
H (1.065, 4.556, -2.109)  0.26
H (1.508, 5.103, -3.808)  0.17
H (-3.627, 2.576, -3.744)  0.17
H (-3.435, 2.881, -2.004)  0.19
H (-2.544, 3.872, -3.163)  0.21
H (-3.246, 0.212, -2.843)  0.18
H (-2.171, 0.454, -1.450)  0.26
H (-1.582, -0.199, -3.012)  0.20
C (2.136, -1.555, 1.372)  -0.29
O (3.338, -0.995, 1.954)  -0.51
C (3.257, 0.289, 2.284)  0.97
O (2.425, 1.080, 1.956)  -0.58
O (4.372, 0.583, 2.985)  -0.53
C (4.436, 1.819, 3.647)  -0.26
H (2.310, -2.614, 1.216)  0.19
H (1.721, -0.912, 0.593)  0.25
H (1.334, -1.542, 2.118)  0.20
H (5.468, 2.157, 3.750)  0.18
H (3.995, 1.772, 4.643)  0.17
H (3.959, 2.589, 3.035)  0.21
C (-1.593, -2.983, -0.536)  -0.28
O (-2.327, -3.961, 0.215)  -0.51
C (-1.737, -4.738, 1.115)  0.99
O (-0.591, -4.750, 1.466)  -0.64
O (-2.676, -5.504, 1.623)  -0.51
C (-2.424, -6.294, 2.767)  -0.25
H (-2.136, -2.048, -0.643)  0.23
H (-1.362, -3.489, -1.474)  0.17
H (-0.645, -2.626, -0.126)  0.24
H (-1.750, -7.106, 2.480)  0.18
H (-3.292, -6.763, 3.219)  0.19
H (-1.910, -5.659, 3.490)  0.20
C (1.649, -0.038, 5.699)  -0.25
O (0.726, -0.913, 5.114)  -0.51
C (-0.250, -0.441, 4.357)  0.97
O (-0.352, 0.674, 3.923)  -0.60
O (-1.043, -1.466, 4.056)  -0.52
C (-2.090, -1.295, 3.109)  -0.29
H (1.163, 0.664, 6.384)  0.17
H (2.150, 0.567, 4.941)  0.19
H (2.403, -0.561, 6.282)  0.19
H (-3.010, -0.938, 3.578)  0.16
H (-2.390, -2.270, 2.718)  0.17
H (-1.722, -0.691, 2.266)  0.29


Below is a cluster of 2 separate species, C15H36FN4O3S in total at a distorted geometry, with properties calculated with wB97M-V/def2-TZVPD.

Output
Spin multiplicity ... 1
Frontier orbital gap ... 0.344 Ha
Net charge ... +1
Maximum force ... 1.6 eV/A

Each line ends with the natural charge from an NBO analysis.
Element x y z (Å)
C (-1.142, 5.346, -1.821)  -0.62
C (-2.334, 4.999, -2.748)  -0.40
C (-2.942, 3.582, -2.465)  -0.42
C (-2.664, 2.680, -3.663)  -0.22
N (-2.598, 1.244, -3.338)  -0.45
N (-1.770, 0.974, -2.238)  -0.50
C (-0.388, 0.616, -2.574)  -0.28
C (0.595, 1.694, -2.087)  0.08
O (0.585, 1.782, -0.680)  -0.70
C (2.007, 1.439, -2.619)  -0.25
N (2.124, 1.603, -4.079)  -0.81
S (-2.537, -0.248, -1.370)  2.55
O (-1.695, -0.830, -0.387)  -0.97
O (-3.174, -1.133, -2.258)  -0.91
F (-3.651, 0.510, -0.625)  -0.45
H (-1.411, 6.215, -1.224)  0.22
H (-0.229, 5.548, -2.376)  0.21
H (-0.926, 4.541, -1.116)  0.20
H (-2.002, 5.051, -3.781)  0.20
H (-3.134, 5.717, -2.583)  0.21
H (-4.009, 3.688, -2.289)  0.22
H (-2.477, 3.232, -1.547)  0.21
H (-3.503, 2.790, -4.352)  0.22
H (-1.772, 2.985, -4.226)  0.16
H (-2.337, 0.704, -4.155)  0.36
H (-0.052, -0.321, -2.122)  0.21
H (-0.226, 0.507, -3.647)  0.21
H (0.231, 2.644, -2.492)  0.18
H (1.163, 1.106, -0.303)  0.46
H (2.723, 2.117, -2.154)  0.21
H (2.279, 0.417, -2.329)  0.17
H (1.394, 2.226, -4.410)  0.35
H (1.933, 0.706, -4.512)  0.35
C (2.434, -4.626, 4.674)  -0.61
C (1.448, -4.804, 3.517)  -0.44
C (1.585, -3.746, 2.424)  -0.21
N (0.593, -2.607, 2.498)  -0.21
C (-0.751, -3.061, 2.039)  -0.40
C (0.504, -1.956, 3.854)  -0.22
C (1.742, -1.088, 3.927)  -0.43
C (1.847, -0.503, 2.515)  -0.44
C (1.085, -1.476, 1.602)  -0.22
H (2.195, -3.763, 5.297)  0.20
H (2.421, -5.503, 5.318)  0.24
H (3.453, -4.502, 4.303)  0.21
H (0.428, -4.873, 3.899)  0.22
H (1.664, -5.770, 3.059)  0.24
H (1.424, -4.197, 1.445)  0.23
H (2.584, -3.311, 2.423)  0.22
H (-1.112, -3.840, 2.705)  0.23
H (-0.661, -3.436, 1.022)  0.24
H (-1.426, -2.210, 2.061)  0.24
H (-0.397, -1.343, 3.855)  0.23
H (0.417, -2.710, 4.631)  0.24
H (2.623, -1.688, 4.158)  0.22
H (1.663, -0.320, 4.693)  0.25
H (2.885, -0.384, 2.209)  0.24
H (1.386, 0.483, 2.467)  0.24
H (1.696, -1.898, 0.808)  0.23
H (0.209, -0.998, 1.165)  0.25


Below is a cluster of 2 separate species, C15H36N2O3Si2 in total at a distorted geometry, with properties calculated with wB97M-V/def2-TZVPD.

Output
Spin multiplicity ... 1
Frontier orbital gap ... 0.144 Ha
Maximum force ... 8.2 eV/A

Each line ends with the natural charge from an NBO analysis.
Element x y z (Å)
C (-0.808, -2.436, 0.387)  -0.10
C (-1.014, -1.745, -0.727)  0.03
N (-1.150, -0.980, -2.020)  -0.58
C (-1.203, 0.507, -1.657)  0.05
O (-2.273, 1.115, -2.432)  -0.53
C (-3.365, 1.569, -1.565)  -0.11
C (-4.321, 0.328, -1.078)  -0.10
O (-4.549, 0.500, 0.353)  -0.54
C (-5.664, -0.339, 0.776)  -0.11
C (-5.176, -1.846, 1.146)  -0.11
O (-4.747, -2.640, 0.004)  -0.56
C (-5.850, -2.991, -0.877)  -0.08
C (-5.271, -2.851, -2.413)  -0.64
H (-0.575, -3.309, 1.112)  0.32
H (-0.294, -1.107, -2.616)  0.48
H (-2.008, -1.266, -2.542)  0.48
H (-0.172, 0.976, -1.885)  0.26
H (-1.381, 0.649, -0.512)  0.25
H (-4.074, 2.283, -2.157)  0.22
H (-2.989, 2.137, -0.617)  0.21
H (-3.690, -0.637, -1.281)  0.15
H (-5.290, 0.370, -1.707)  0.19
H (-6.553, -0.322, 0.031)  0.18
H (-6.063, 0.122, 1.775)  0.21
H (-4.223, -1.707, 1.813)  0.21
H (-5.952, -2.376, 1.824)  0.19
H (-6.233, -4.085, -0.740)  0.19
H (-6.778, -2.316, -0.790)  0.18
H (-5.506, -3.784, -3.059)  0.23
H (-5.630, -1.857, -2.904)  0.21
H (-4.110, -2.732, -2.318)  0.19
C (2.987, 0.986, -2.013)  -1.11
Si (3.441, 0.743, -0.191)  1.81
C (3.895, -1.068, 0.020)  -1.14
C (1.889, 1.094, 0.808)  -1.14
N (4.741, 1.811, 0.194)  -1.71
Si (5.419, 1.859, 1.786)  1.81
C (6.179, 0.222, 2.306)  -1.14
C (4.175, 2.388, 3.092)  -1.14
C (6.811, 3.139, 1.804)  -1.11
H (2.160, 0.322, -2.288)  0.15
H (2.674, 2.019, -2.199)  0.23
H (3.839, 0.758, -2.658)  0.24
H (3.136, -1.705, -0.448)  0.19
H (3.949, -1.350, 1.074)  0.23
H (4.856, -1.287, -0.452)  0.24
H (1.650, 2.161, 0.798)  0.23
H (1.993, 0.768, 1.844)  0.23
H (1.035, 0.554, 0.380)  0.16
H (5.414, -0.525, 2.534)  0.21
H (6.780, 0.356, 3.212)  0.21
H (6.832, -0.173, 1.524)  0.23
H (3.635, 3.284, 2.775)  0.23
H (4.690, 2.619, 4.031)  0.21
H (3.451, 1.599, 3.304)  0.21
H (6.429, 4.131, 1.547)  0.22
H (7.595, 2.869, 1.091)  0.23
H (7.258, 3.192, 2.802)  0.20